Density functional theory data (wB97M-V/def2-TZVPD) for a cluster of 3 separate species, C42H66BBr2F3N3O11 in total.

Last column: Löwdin charge in e.
Geometry (Å):
1 C -0.00532 0.10913 6.89019  -0.048
2 C 1.24690 0.13112 6.00694  -0.256
3 O 1.46077 1.40347 5.41346  -0.176
4 C 2.28245 2.28452 6.18826  -0.168
5 C 1.78470 3.69595 6.01238  -0.184
6 O 2.07827 4.20114 4.72521  -0.112
7 C 1.06824 4.08769 3.75552  -0.178
8 C 1.34983 2.95384 2.76618  -0.135
9 O 1.04746 3.34838 1.42602  -0.135
10 C -0.29139 3.17659 1.05462  -0.172
11 C -0.48143 1.85051 0.34206  -0.109
12 C 0.40026 1.53613 -0.69120  -0.035
13 C 1.56499 2.44014 -1.00151  -0.501
14 O 2.68286 2.07728 -0.81252  0.172
15 O 1.18113 3.61783 -1.50521  0.081
16 C 2.17746 4.62066 -1.50755  -0.127
17 O 2.92443 4.43317 -2.69206  0.102
18 C 3.99571 5.25125 -2.84788  -0.699
19 F 3.76266 6.48864 -2.37781  0.172
20 F 4.28014 5.32466 -4.14014  0.191
21 F 5.07006 4.77629 -2.20066  0.166
22 C 0.23360 0.35500 -1.41102  -0.479
23 Br 1.43094 -0.06835 -2.79292  1.018
24 C -0.80364 -0.50428 -1.11579  -0.028
25 B -1.03141 -1.84171 -2.01064  -0.702
26 O -0.94355 -3.09461 -1.49764  0.218
27 O -1.37608 -1.59680 -3.27968  0.075
28 C -1.36248 -2.66507 -4.25188  -0.194
29 C 0.02873 -3.12149 -4.60602  -0.067
30 N -1.63996 -0.18679 -0.09255  0.042
31 C -2.75107 -1.14377 0.18411  -0.147
32 O -2.26954 -2.26174 0.84507  -0.019
33 C -2.32638 -2.17373 2.24323  -0.291
34 C -3.54888 -2.23260 2.87504  -0.019
35 C -3.60222 -2.16274 4.25858  -0.049
36 C -2.42686 -2.05384 4.98685  -0.071
37 C -1.20569 -2.01232 4.33366  -0.073
38 C -1.14379 -2.06311 2.95036  -0.008
39 C -1.48467 0.94715 0.62807  -0.491
40 Br -2.66438 1.31454 2.04661  1.011
41 H -0.62548 0.95815 6.61197  0.084
42 H 0.24823 0.16085 7.94448  0.076
43 H -0.58403 -0.79361 6.70581  0.037
44 H 2.12829 -0.16163 6.58069  0.120
45 H 1.15208 -0.57164 5.18005  0.093
46 H 2.23416 1.99522 7.23874  0.130
47 H 3.30041 2.22761 5.79936  0.135
48 H 0.71767 3.75182 6.23899  0.128
49 H 2.30247 4.33172 6.73219  0.132
50 H 0.08538 3.95793 4.21675  0.124
51 H 1.04501 5.01870 3.18651  0.134
52 H 0.83129 2.03086 3.03133  0.119
53 H 2.41409 2.73462 2.79731  0.141
54 H -0.97320 3.30094 1.89161  0.082
55 H -0.52468 3.96150 0.33525  0.147
56 H 1.65158 5.56960 -1.51711  0.155
57 H 2.79925 4.54314 -0.61734  0.157
58 H -0.27536 -3.22730 -0.81833  0.132
59 H -1.83512 -2.25154 -5.13873  0.127
60 H -1.98906 -3.48743 -3.91510  0.127
61 H 0.60605 -2.32802 -5.07308  0.074
62 H -0.07240 -3.91430 -5.34734  0.090
63 H 0.56478 -3.54866 -3.76231  0.079
64 H -3.50570 -0.64864 0.78134  0.081
65 H -3.19663 -1.43180 -0.76442  0.161
66 H -4.46669 -2.34089 2.30865  0.119
67 H -4.55877 -2.20923 4.75652  0.114
68 H -2.45569 -2.00971 6.06567  0.105
69 H -0.28985 -1.95460 4.90415  0.084
70 H -0.20607 -2.02832 2.41361  0.122
71 C -9.72949 -4.05393 3.92012  -0.026
72 C -9.18590 -3.25839 2.71288  -0.485
73 C -10.14479 -3.36419 1.52350  -0.132
74 C -10.11730 -4.72162 0.82330  -0.168
75 C -8.68978 -5.11262 0.44775  -0.132
76 C -7.72631 -5.07511 1.63483  -0.495
77 N -7.82384 -3.74516 2.31809  -0.094
78 O -7.16238 -2.84159 1.68385  -0.049
79 C -8.02891 -6.22927 2.60163  -0.031
80 C -6.29405 -5.28172 1.15742  -0.044
81 C -9.08109 -1.80260 3.15139  -0.047
82 H -8.91964 -4.45834 4.52605  0.085
83 H -10.31573 -3.39925 4.56322  0.083
84 H -10.38307 -4.87447 3.62980  0.072
85 H -9.88838 -2.58925 0.79416  0.124
86 H -11.15389 -3.14012 1.87565  0.128
87 H -10.57213 -5.49004 1.45329  0.104
88 H -10.72797 -4.67154 -0.07934  0.115
89 H -8.67110 -6.11598 0.01710  0.126
90 H -8.32606 -4.43073 -0.32756  0.125
91 H -7.41852 -6.15096 3.50211  0.092
92 H -7.78660 -7.17280 2.11296  0.091
93 H -9.07034 -6.29102 2.90053  0.061
94 H -6.01028 -4.56076 0.39385  0.075
95 H -6.20583 -6.28013 0.72938  0.089
96 H -5.58990 -5.20148 1.98756  0.087
97 H -8.36612 -1.68769 3.96785  0.090
98 H -10.05963 -1.47260 3.49899  0.089
99 H -8.77852 -1.15097 2.33528  0.076
100 C 7.48981 2.80773 -3.55306  -0.022
101 C 7.90088 3.52441 -4.85797  -0.478
102 C 6.89482 3.22541 -5.97317  -0.131
103 C 7.00979 1.81367 -6.54849  -0.173
104 C 8.44691 1.51120 -6.97101  -0.132
105 C 9.46212 1.74384 -5.85102  -0.498
106 N 9.27705 3.11696 -5.28576  -0.099
107 O 9.82121 4.00782 -6.03688  -0.017
108 C 9.31611 0.66189 -4.77012  -0.035
109 C 10.88077 1.61942 -6.39172  -0.041
110 C 7.90240 5.01892 -4.56291  -0.037
111 H 8.36992 2.53723 -2.97043  0.088
112 H 6.88287 3.46506 -2.93589  0.059
113 H 6.90283 1.90679 -3.72793  0.070
114 H 7.04451 3.94465 -6.78432  0.127
115 H 5.88756 3.39751 -5.58479  0.116
116 H 6.65872 1.07221 -5.82503  0.099
117 H 6.35236 1.72584 -7.41553  0.112
118 H 8.53451 0.47704 -7.31166  0.124
119 H 8.70697 2.14578 -7.82357  0.127
120 H 9.96186 0.87809 -3.91830  0.092
121 H 9.62080 -0.29802 -5.18756  0.088
122 H 8.30089 0.53688 -4.40535  0.057
123 H 11.05831 2.28954 -7.22884  0.080
124 H 11.03920 0.59661 -6.73493  0.088
125 H 11.61412 1.83965 -5.61531  0.093
126 H 8.64904 5.26833 -3.80772  0.098
127 H 6.91852 5.30401 -4.18878  0.065
128 H 8.10784 5.60833 -5.45257  0.082

Computed properties:
Gap between HOMO and LUMO (alpha / beta): 5.03 / 6.07 eV
F_max: 1.45 eV/Å
Charge: +1
Highest occupied orbital energy (alpha / beta): -9.3 / -10.3 eV
M: 1016.6 g/mol
Multiplicity: 3
Energy above the lowest of the compared OMol25 structures with the same formula, charge and spin: 0.0 kJ/mol

Density functional theory data (wB97M-V/def2-TZVPD) for a cluster of 5 separate species, C42H66N6O8 in total.

Last column: Löwdin charge in e.
Geometry (Å):
1 C 3.40634 -1.99447 6.85286  -0.121
2 C 3.49284 -1.12612 5.42715  -0.173
3 C 3.44738 0.51407 5.33942  -0.039
4 C 3.49832 1.21853 3.83628  -0.006
5 C 3.58193 0.31608 2.43177  -0.049
6 C 3.57958 1.17532 1.03248  -0.362
7 C 4.88602 0.80067 0.05829  -0.103
8 C 2.14760 1.06524 0.18661  -0.113
9 C 3.64334 -1.35333 2.50841  -0.112
10 O 3.69304 -2.07549 1.23087  -0.149
11 C 3.04131 -3.39084 1.29301  -0.172
12 C 1.40283 -3.36281 1.30084  -0.024
13 C 0.43793 -2.44974 2.26024  0.073
14 C -1.20840 -2.45813 2.22423  -0.021
15 C -1.97927 -3.47229 1.19228  0.045
16 C -1.05884 -4.44027 0.24176  -0.074
17 O -1.74108 -5.38216 -0.65940  -0.074
18 C -1.83338 -4.73394 -1.97897  -0.154
19 N -1.77615 -4.21333 -3.16233  0.120
20 C 0.61319 -4.40093 0.25382  -0.048
21 N 1.31827 -5.35870 -0.68626  0.024
22 C -3.63503 -3.42238 1.20105  -0.176
23 O -4.40160 -4.47533 0.88455  -0.025
24 C -4.29058 -1.95068 1.65038  -0.017
25 C -5.78465 -1.43161 1.11104  0.021
26 C -6.32964 0.07687 1.57718  -0.044
27 C -5.48123 1.10355 2.55018  -0.037
28 C -4.03899 0.57208 3.12110  0.006
29 C -3.50432 -0.90747 2.65971  -0.038
30 C -2.02358 -1.41662 3.24755  -0.190
31 O -1.51773 -0.98961 4.42276  -0.052
32 C 3.59626 -2.00102 4.01188  0.008
33 H 2.38299 -2.60215 6.76484  0.088
34 H 4.25063 -2.81844 6.92256  0.083
35 H 3.32004 -1.31327 7.80033  0.077
36 H 3.35763 1.12296 6.33500  0.083
37 H 3.43893 2.40458 3.83216  0.093
38 H 3.70672 2.34041 1.25906  0.130
39 H 4.62203 -0.22805 -0.43890  0.075
40 H 5.79515 0.69644 0.78846  0.083
41 H 5.02227 1.64328 -0.76246  0.091
42 H 2.02246 0.04784 -0.37939  0.076
43 H 1.19851 1.19206 0.88112  0.083
44 H 2.07945 1.91806 -0.64094  0.085
45 H 3.35542 -3.96006 0.29136  0.137
46 H 3.39146 -4.08271 2.17022  0.126
47 H 0.93186 -1.71084 3.05739  0.111
48 H 0.72424 -6.22646 -0.84960  0.101
49 H 2.20093 -5.75197 -0.24154  0.087
50 H -6.42192 -2.12818 0.41915  0.097
51 H -7.37258 0.46151 1.19165  0.078
52 H -5.82505 2.17953 2.87419  0.063
53 H -3.34604 1.20023 3.85004  0.111
54 H 3.63633 -3.18231 4.14033  0.094
55 C -8.70549 7.22641 1.61783  -0.108
56 O -8.71464 5.93664 1.02376  -0.198
57 C -7.44312 5.50461 0.53014  -0.198
58 C -6.51102 4.90936 1.61065  -0.421
59 C -5.85734 5.96364 2.50047  -0.069
60 N -7.22033 3.94151 2.46027  0.027
61 H -8.00489 7.90483 1.12199  0.091
62 H -8.47532 7.14609 2.68066  0.073
63 H -9.71193 7.64616 1.53031  0.089
64 H -7.66342 4.71350 -0.19684  0.118
65 H -6.94993 6.30940 -0.02967  0.117
66 H -5.70240 4.38144 1.09030  0.136
67 H -6.54706 6.37593 3.24201  0.066
68 H -5.01989 5.52629 3.05571  0.077
69 H -5.46270 6.79165 1.90278  0.081
70 H -7.57278 3.18674 1.87079  0.066
71 H -8.07162 4.40073 2.79856  0.082
72 C 8.38495 -1.86834 1.12329  -0.107
73 O 8.91139 -0.55535 0.99914  -0.201
74 C 10.24017 -0.49912 0.47162  -0.199
75 C 10.31580 -0.58591 -1.07025  -0.431
76 C 10.11250 -1.99846 -1.61244  -0.077
77 N 9.34453 0.31439 -1.70882  0.035
78 H 9.15500 -2.59901 1.38805  0.089
79 H 7.88218 -2.15765 0.19996  0.072
80 H 7.63277 -1.85736 1.91758  0.086
81 H 10.63498 0.47866 0.77317  0.120
82 H 10.88022 -1.25120 0.95020  0.117
83 H 11.32349 -0.26958 -1.36662  0.134
84 H 9.06528 -2.31213 -1.58969  0.064
85 H 10.43730 -2.05495 -2.65753  0.077
86 H 10.69988 -2.72578 -1.04276  0.077
87 H 9.54660 1.27146 -1.41800  0.072
88 H 8.43009 0.12260 -1.28804  0.068
89 C -6.59057 9.30468 -3.64907  -0.107
90 O -7.09998 8.42269 -2.65958  -0.202
91 C -8.51784 8.23700 -2.70730  -0.196
92 C -8.98801 7.20096 -3.75429  -0.426
93 C -8.96392 7.72753 -5.18703  -0.075
94 N -8.19170 5.96688 -3.68632  0.040
95 H -7.28418 10.12097 -3.87163  0.091
96 H -6.34814 8.74879 -4.55530  0.073
97 H -5.65996 9.73706 -3.26985  0.088
98 H -8.79894 7.86371 -1.71508  0.112
99 H -9.03155 9.19870 -2.83204  0.118
100 H -10.03021 6.95027 -3.52124  0.136
101 H -7.95357 7.77299 -5.60259  0.064
102 H -9.54688 7.07130 -5.84311  0.078
103 H -9.40282 8.72884 -5.24455  0.078
104 H -8.28979 5.56631 -2.75289  0.060
105 H -7.20479 6.23928 -3.72923  0.073
106 C 5.87542 -9.06100 -3.50327  -0.108
107 O 5.43446 -7.87580 -2.85726  -0.198
108 C 4.78647 -6.93788 -3.72185  -0.197
109 C 3.29560 -7.24688 -3.99103  -0.422
110 C 3.07831 -8.38309 -4.98723  -0.074
111 N 2.57704 -7.55946 -2.74698  0.040
112 H 6.21337 -8.87262 -4.52662  0.091
113 H 5.08225 -9.80920 -3.49228  0.072
114 H 6.71619 -9.46490 -2.93163  0.088
115 H 4.84160 -5.97317 -3.20303  0.119
116 H 5.34909 -6.81816 -4.65643  0.118
117 H 2.84859 -6.34569 -4.42849  0.139
118 H 3.26191 -9.36823 -4.54979  0.064
119 H 2.04208 -8.38312 -5.34380  0.079
120 H 3.72942 -8.26964 -5.86002  0.079
121 H 2.64377 -6.75626 -2.12105  0.030
122 H 3.11088 -8.28765 -2.26245  0.075

Computed properties:
Gap between HOMO and LUMO: 6.40 eV
F_max: 11.32 eV/Å
Charge: 0
Highest occupied orbital energy: -8.2 eV
M: 783.0 g/mol
Energy above the lowest of the compared OMol25 structures with the same formula, charge and spin: 1584.9 kJ/mol

| no. | electronic energy (Ha) |
| --- | --- |
| 1 | -8104.0814 |
| 2 | -2569.2105 |